[1]
16 unconnected molecules or ions with the total composition C10H52O16 in a non-equilibrium geometry, computed with wB97M-V/def2-TZVPD.

XYZ file:
```
78
C10H52O16 wB97M-V/def2-TZVPD
O -3.31803 6.06227 20.93478
H -2.45427 5.74942 21.23139
H -3.45575 5.62408 20.07264
O -6.08502 6.10247 21.90291
H -6.63919 6.77824 21.46631
H -5.18830 6.25396 21.54351
O -7.98574 8.21152 21.18345
H -8.84483 7.80344 21.00842
H -7.80371 8.77181 20.41368
O -8.38909 2.68400 13.50094
H -9.17295 2.45793 14.01505
H -7.98442 3.43491 13.96305
O -8.23054 6.05597 12.37107
H -7.32292 5.72738 12.48511
H -8.44373 6.48598 13.21030
O -8.58540 4.16720 18.87458
H -9.36694 3.98004 18.32511
H -8.64338 3.53599 19.61192
O -9.73368 6.69530 18.17562
H -9.97755 7.05818 19.03775
H -8.95130 6.14270 18.35226
O -6.31582 10.19868 17.81560
H -7.24429 10.25345 17.55630
H -6.12133 9.24206 17.90257
O -4.35064 4.96348 18.29406
H -4.88951 4.22705 17.93286
H -3.43046 4.67431 18.22877
O -9.98603 6.79909 14.82364
H -10.65645 7.18529 15.40287
H -9.81359 5.91764 15.19849
O -6.31096 3.07033 17.48443
H -6.20735 2.16304 17.80363
H -7.10822 3.43642 17.95358
C -3.44893 3.45895 15.49075
C -3.67481 2.29754 14.56052
O -3.71099 2.80407 13.22935
H -4.34107 4.07784 15.42945
H -2.56551 4.06133 15.27168
H -3.25628 3.10063 16.50321
H -4.67339 1.90081 14.80277
H -2.96546 1.47485 14.69713
H -3.85907 2.07128 12.62379
C -4.29141 5.08485 11.01212
C -4.58861 5.66796 12.37129
O -5.45676 4.84560 13.14903
H -3.81896 4.10740 11.11764
H -3.60132 5.68769 10.41361
H -5.21705 5.00060 10.44367
H -5.14039 6.59837 12.26979
H -3.68079 5.87170 12.94920
H -4.93933 4.13640 13.54966
C -7.95804 9.45853 14.81830
C -6.48802 9.43249 14.47848
O -6.30131 8.24650 13.61918
H -8.12008 8.66620 15.54287
H -8.56492 9.35600 13.92568
H -8.19291 10.41785 15.28716
H -5.86636 9.32179 15.37534
H -6.15190 10.29715 13.88876
H -5.37166 8.27160 13.36626
C -3.06266 7.21578 15.43328
C -2.01474 8.18170 15.93935
O -1.57654 7.86920 17.24112
H -3.72623 7.60186 14.65399
H -3.65664 6.88391 16.29181
H -2.69356 6.29308 14.96490
H -2.43558 9.18410 15.96862
H -1.15725 8.22676 15.25502
H -1.15119 7.00760 17.23080
C -6.51747 6.15383 16.00753
C -6.95185 6.69364 17.37682
O -5.83792 7.28245 18.05655
H -6.14470 6.98318 15.39696
H -7.27757 5.57955 15.47196
H -5.63773 5.50514 16.07668
H -7.30356 5.83605 17.97560
H -7.78366 7.38434 17.21656
H -5.40070 6.53678 18.50512
```

Computed properties:
Kohn-Sham gap (Eh): 0.3456
M (g mol⁻¹): 428.5
HOMO level (eV): -9.91
Strongest force on any atom (eV/A): 1.57
ΔE to the lowest compared entry with this formula, charge and spin (eV): 1.068
Calculated total energy (Eh): -1615.95834

=====

[2]
A molecular structure, CsH2O, computed with wB97M-V/def2-TZVPD.

XYZ file:
```
4
CsH2O wB97M-V/def2-TZVPD
Cs 0.57149 2.91405 1.89911
O -0.11740 -0.69164 -0.89568
H -0.45122 -0.58604 -0.00481
H -0.00287 -1.63638 -0.99863
```

Computed properties:
Charge: +1
Kohn-Sham gap (Eh): 0.3876
M (g mol⁻¹): 150.9
HOMO level (eV): -14.75
Strongest force on any atom (eV/A): 0.50
ΔE to the lowest compared entry with this formula, charge and spin (eV): 0.484
Calculated total energy (Eh): -96.36407

=====

[3]
2 unconnected molecules or ions with the total composition CH3IS in a non-equilibrium geometry, computed with wB97M-V/def2-TZVPD.

XYZ file:
```
6
CH3IS wB97M-V/def2-TZVPD
C 0.15661 -1.39118 -0.08160
S -0.05428 2.19913 0.09587
I -1.69334 -1.05642 -0.98000
H 1.01551 -1.14518 -0.59215
H -0.00720 -1.76438 1.02108
H 0.58270 3.15802 0.53680
```

Computed properties:
Kohn-Sham gap (spin up / spin down) (Eh): 0.3430 / 0.2193
M (g mol⁻¹): 174.0
HOMO level (spin up / spin down) (eV): -9.75 / -8.40
Strongest force on any atom (eV/A): 4.87
ΔE to the lowest compared entry with this formula, charge and spin (eV): 3.365
Calculated total energy (Eh): -735.63142

=====

[4]
A molecular structure, C9H2Cl3O2S4Zn, computed with wB97M-V/def2-TZVPD.

XYZ file:
```
21
C9H2Cl3O2S4Zn wB97M-V/def2-TZVPD
Zn -0.04743 0.94226 0.58843
Cl 1.52194 -4.83899 -3.48782
C 1.47041 -3.35522 -2.56978
C 0.30200 -2.98337 -1.93405
C 0.28506 -1.80577 -1.21167
Cl -1.19057 -1.33787 -0.40931
C 1.39518 -0.94380 -1.07672
O 1.39489 0.15809 -0.40259
C 2.55321 -1.38988 -1.75601
Cl 3.97758 -0.40453 -1.65794
C 2.60111 -2.56109 -2.48516
H -0.58486 -3.59752 -1.99618
H 3.51671 -2.84854 -2.98200
O -3.84461 4.84484 4.33370
C -3.14660 4.13475 3.64948
S -2.99285 4.28918 1.89934
C -1.86005 2.96891 1.65088
C -1.47469 2.29066 2.74850
S -0.36145 0.93448 2.82768
S -2.15766 2.81752 4.27943
S -1.35732 2.68589 -0.00823
```

Computed properties:
Charge: -1
Kohn-Sham gap (Eh): 0.2548
M (g mol⁻¹): 442.1
HOMO level (eV): -4.40
Strongest force on any atom (eV/A): 0.09
Calculated total energy (Eh): -5247.51324

=====

[5]
A single C7H9N2OP molecule in a non-equilibrium geometry, computed with wB97M-V/def2-TZVPD.

XYZ file:
```
20
C7H9N2OP wB97M-V/def2-TZVPD
C 0.59229 1.71721 -0.74907
C 0.63750 1.41896 0.55652
C 0.37865 0.92399 -1.88117
C 0.46425 0.40851 1.60356
C -0.03754 -0.72694 1.17118
C -0.01270 -0.36374 -1.73440
C 0.52564 1.56221 -3.15742
N 0.48827 0.61875 2.97596
N 0.04781 -2.01366 1.56140
O 0.62911 2.72127 -3.37229
P -0.77401 -1.31897 -2.98648
H 0.70320 2.78073 -0.85233
H 0.86528 2.31489 1.20953
H 0.23150 0.82411 -3.98728
H -0.01087 0.00759 3.60991
H 0.57055 1.61722 3.27956
H -0.36494 -2.75891 1.02335
H 0.87951 -2.49759 1.85604
H -1.56659 -0.30034 -3.27578
H -1.66700 -2.01601 -2.23122
```

Computed properties:
Kohn-Sham gap (spin up / spin down) (Eh): 0.2321 / 0.2637
M (g mol⁻¹): 168.1
HOMO level (spin up / spin down) (eV): -7.02 / -7.57
Strongest force on any atom (eV/A): 5.01
ΔE to the lowest compared entry with this formula, charge and spin (eV): 7.101
Calculated total energy (Eh): -797.96639

=====

[6]
A single C5H12O2 molecule, computed with wB97M-V/def2-TZVPD.

XYZ file:
```
19
C5H12O2 wB97M-V/def2-TZVPD
C 2.79301 0.51044 -1.14007
C 2.07281 -0.31472 -0.09252
O 0.76977 0.19329 0.06169
C 0.05476 -0.44350 1.08991
C -1.38674 0.00136 0.99955
O -1.96619 -0.59924 -0.13136
C -3.06282 0.11934 -0.62693
H 2.85547 1.55657 -0.82620
H 2.25813 0.47097 -2.09357
H 3.80885 0.13223 -1.29261
H 2.61460 -0.27183 0.86786
H 2.02971 -1.37418 -0.39655
H 0.10778 -1.54051 0.98839
H 0.46967 -0.17353 2.07696
H -1.93355 -0.28247 1.91422
H -1.40847 1.09992 0.91858
H -2.75546 1.11701 -0.97079
H -3.85528 0.23972 0.12645
H -3.46606 -0.44086 -1.47301
```

Computed properties:
Kohn-Sham gap (Eh): 0.3980
M (g mol⁻¹): 104.1
HOMO level (eV): -9.68
Strongest force on any atom (eV/A): 0.31
ΔE to the lowest compared entry with this formula, charge and spin (eV): 1.575
Calculated total energy (Eh): -348.14695

=====

[7]
14 unconnected molecules or ions with the total composition C54H83B2F3NO33S4 in a non-equilibrium geometry, computed with wB97M-V/def2-TZVPD.

XYZ file:
```
180
C54H83B2F3NO33S4 wB97M-V/def2-TZVPD
C 1.59280 1.19947 -0.37449
C 0.24246 0.51275 -0.14881
N 0.22478 -0.97331 -0.33704
C -1.17764 -1.51948 -0.27055
C 0.73557 -1.35707 -1.72227
C 0.71904 -2.82621 -2.05126
C 1.10745 -1.65149 0.68625
C 0.93760 -1.12473 2.09716
O -0.42408 -1.06400 2.38698
C -0.72993 -0.78554 3.73674
H 2.41484 0.90685 0.27982
H 1.51279 2.28147 -0.25517
H 1.90707 1.03136 -1.40560
H -0.46919 0.90738 -0.87245
H -0.18911 0.65885 0.84086
H -1.03899 -2.59852 -0.25044
H -1.74432 -1.25999 -1.16210
H -1.66909 -1.20849 0.64455
H 1.80006 -1.11178 -1.73421
H 0.20145 -0.77452 -2.47041
H 1.32349 -3.45977 -1.40139
H 1.07069 -2.89897 -3.08132
H -0.22447 -3.36894 -2.13078
H 2.11091 -1.40163 0.32795
H 1.00299 -2.72344 0.54055
H 1.38954 -0.12751 2.18215
H 1.52722 -1.76860 2.76293
H -0.11444 -1.34411 4.44924
H -1.72462 -1.19182 3.91747
H -0.70961 0.29280 3.88547
O -1.32758 0.83851 -3.44606
C -2.31148 1.34215 -2.97051
O -2.81655 1.13949 -1.77574
B -4.09862 1.86282 -1.66234
O -4.18848 2.66301 -2.88288
C -3.23345 2.34064 -3.71866
O -3.07971 2.78681 -4.82012
O -4.14860 2.79927 -0.51286
C -5.21423 2.53882 0.21608
O -5.61974 3.17943 1.14108
C -5.93902 1.31135 -0.38626
O -5.27195 1.02408 -1.52377
O -6.87563 0.72466 0.03324
O -3.65320 -2.27712 -2.02112
C -4.54115 -3.06030 -1.77949
O -5.60307 -2.82234 -1.06792
B -6.48255 -4.02951 -1.00428
O -5.73468 -5.02944 -1.79651
C -4.60649 -4.54290 -2.24673
O -3.77481 -5.13152 -2.88396
O -7.78410 -3.74891 -1.65666
C -8.71848 -3.74124 -0.71381
O -9.89600 -3.61634 -0.85297
C -8.04345 -4.18588 0.62069
O -6.75918 -4.43036 0.37711
O -8.57824 -4.38634 1.66435
F 0.18830 6.01725 -7.04220
C 0.44880 5.49753 -5.82863
C -0.00596 4.24349 -5.43786
C 0.33064 3.80758 -4.16279
C 0.92885 4.62036 -3.22218
C 1.25232 5.92455 -3.60372
C 1.07062 6.32898 -4.90424
H -0.56994 3.63320 -6.13015
H 0.01039 2.80439 -3.90084
H 1.18005 4.22651 -2.24859
H 1.78935 6.59202 -2.94156
H 1.32481 7.32624 -5.24423
F 4.58544 -0.90798 3.83418
C 3.59991 -0.49999 4.67668
C 2.91086 0.66893 4.39988
C 1.93870 1.05622 5.32180
C 1.69539 0.32891 6.48178
C 2.39126 -0.83810 6.71929
C 3.42122 -1.20329 5.85473
H 3.09409 1.24233 3.50191
H 1.42400 1.97972 5.09159
H 0.93137 0.65349 7.17557
H 2.25254 -1.36198 7.65452
H 3.98977 -2.10055 6.05975
F 4.78752 3.51053 5.44363
C 4.49925 3.76935 4.15519
C 3.18622 3.94234 3.77137
C 2.84004 3.95030 2.43454
C 3.81571 3.83383 1.45499
C 5.14851 3.75728 1.85675
C 5.49564 3.77768 3.19981
H 2.34409 3.90871 4.45130
H 1.78756 4.10575 2.22886
H 3.55384 3.86239 0.40475
H 5.87903 3.90423 1.06921
H 6.52562 3.82147 3.53352
C -0.18877 -4.12489 -6.53462
S -1.07412 -4.79960 -5.07337
O -0.02642 -5.02361 -4.04329
C -1.87836 -3.19689 -4.60578
H -0.91845 -4.16583 -7.34940
H 0.61480 -4.80566 -6.80886
H 0.16587 -3.11208 -6.37826
H -1.24629 -2.31719 -4.75108
H -2.10508 -3.23899 -3.54396
H -2.77988 -3.06361 -5.20306
C 0.21774 -0.12404 -6.76894
S 1.01441 -0.36885 -5.15701
O 1.67652 -1.70583 -5.02131
C 2.21856 0.94541 -5.23003
H -0.47968 -0.94344 -6.93664
H 0.98920 -0.13106 -7.54186
H -0.36461 0.79474 -6.82323
H 2.83323 0.84919 -4.33370
H 1.82580 1.95200 -5.36369
H 2.95114 0.85265 -6.04329
C 5.83202 0.24604 1.42716
S 5.28735 -1.22188 0.54580
O 4.34168 -0.81992 -0.55216
C 6.87681 -1.62941 -0.27570
H 5.07654 0.54340 2.14391
H 6.05193 1.11956 0.80856
H 6.77140 0.05923 1.95229
H 7.65652 -1.91929 0.42876
H 7.20390 -0.86594 -0.98304
H 6.75262 -2.50930 -0.91196
C 4.32758 3.95741 -4.44580
S 4.95125 4.20492 -2.76335
O 3.79654 4.61937 -1.86075
C 5.13704 2.46599 -2.38670
H 3.50170 3.24202 -4.47821
H 5.05355 3.57359 -5.15987
H 3.86158 4.90965 -4.69949
H 5.62667 2.26985 -1.43613
H 5.70659 1.97717 -3.17993
H 4.12497 2.06024 -2.37173
C -2.22127 -5.48113 2.65691
O -2.23143 -6.27068 1.48272
C -1.38492 -5.93075 0.51295
O -0.69642 -4.93533 0.48348
O -1.44551 -6.88402 -0.39472
C -0.95622 -6.60121 -1.70414
H -3.18731 -5.54009 3.16244
H -2.21475 -4.40716 2.45938
H -1.41746 -5.78833 3.31611
H -1.67170 -6.05159 -2.30878
H -0.54397 -7.43998 -2.25717
H -0.10084 -5.93214 -1.59174
C -3.93054 2.84102 4.04947
O -4.62282 1.67472 3.60240
C -4.01954 0.87584 2.74658
O -2.84589 0.91629 2.44708
O -4.89051 0.00200 2.29752
C -4.53336 -0.97062 1.30648
H -3.75181 3.46225 3.17274
H -2.97046 2.62747 4.52147
H -4.59335 3.28468 4.78514
H -3.88517 -0.55138 0.53327
H -5.43278 -1.25808 0.77085
H -4.02384 -1.75828 1.85861
C -2.03927 -3.71301 5.59147
O -0.90907 -3.79047 4.73777
C 0.33463 -3.88871 5.19812
O 0.69232 -3.70174 6.32768
O 1.07658 -4.21765 4.16116
C 2.48200 -4.27283 4.33906
H -2.05787 -2.78470 6.16112
H -2.11840 -4.63397 6.16530
H -2.93951 -3.65510 4.97838
H 2.96647 -3.31199 4.52019
H 2.98625 -4.59404 3.42843
H 2.66084 -4.98391 5.14428
C -0.62872 7.24483 3.52527
O -0.51410 6.74673 2.18931
C -0.84570 5.47658 2.00287
O -1.26801 4.70112 2.81700
O -0.67648 5.20420 0.71455
C -1.07631 3.90251 0.28491
H -1.66920 7.29856 3.82892
H -0.18290 8.23612 3.51184
H 0.00251 6.64042 4.17452
H -2.11832 3.67435 0.49456
H -0.40684 3.19761 0.78208
H -0.91350 3.80296 -0.78648
```

Computed properties:
Charge: -1
Kohn-Sham gap (Eh): 0.2956
M (g mol⁻¹): 1481.1
HOMO level (eV): -6.98
Strongest force on any atom (eV/A): 2.19
Calculated total energy (Eh): -6587.60079

=====

[8]
A single CH5N3O2 molecule in a non-equilibrium geometry, computed with wB97M-V/def2-TZVPD.

XYZ file:
```
11
CH5N3O2 wB97M-V/def2-TZVPD
N 1.88647 -0.03569 -0.99518
C 0.67401 -0.17204 -0.33988
N -0.16180 0.89624 0.16087
O -1.52643 0.94359 -0.63608
N 0.23888 -1.21100 0.12742
O -0.93418 -0.86707 0.90994
H 1.83586 0.98295 -1.42899
H 0.37137 1.89767 0.18366
H -2.16539 0.38277 -0.15438
H 0.47878 -2.37670 0.36722
H -0.69757 -0.44072 1.80541
```

Computed properties:
Kohn-Sham gap (Eh): 0.3359
M (g mol⁻¹): 91.1
HOMO level (eV): -8.81
Strongest force on any atom (eV/A): 13.76
ΔE to the lowest compared entry with this formula, charge and spin (eV): 6.532
Calculated total energy (Eh): -355.58420